A structure of composition C3H7N2 in a non-equilibrium geometry. Source: the OMol25 dataset; level of theory: wB97M-V/def2-TZVPD.

CARTESIAN COORDINATES (ANGSTROEM)
C1 -1.031147 -0.966796 0.005618
C2 0.312424 0.623903 1.150192
C3 -0.419884 0.110704 -0.809225
N1 -0.872202 0.361941 0.540412
N2 1.045716 0.210435 -0.616948
H1 -2.057643 -1.234641 -0.207336
H2 -0.424564 -1.771083 0.400174
H3 0.643844 1.655375 1.172776
H4 0.622009 0.010529 1.993889
H5 -0.867582 0.493347 -1.715709
H6 1.453943 1.081302 -0.947604
H7 1.595086 -0.575017 -0.966239

Cartesian forces (eV/Å) of the 3 atoms listed first:
0.1471 -0.3883 0.0043
0.3313 -0.1551 -0.2442
0.3412 -0.1640 -0.3368

Summary:
HOMO-LUMO gap   10.52 eV
Molecular weight   71.1 Da
Largest force on an atom   1.24 eV/A
Energy above the lowest of the compared OMol25 structures with the same formula, charge and spin   60.26 kcal/mol
Multiplicity   1
Charge   +1
HOMO   -15.487 eV


The ion C3H7N2 with charge +1 in a non-equilibrium geometry. Source: the OMol25 dataset; level of theory: wB97M-V/def2-TZVPD.

CARTESIAN COORDINATES (ANGSTROEM)
C1 -2.136894 0.153388 0.342044
C2 0.179072 -1.003195 -0.239329
C3 -0.057565 1.375749 0.150512
N1 1.447164 -0.872015 -0.479759
N2 -0.737662 0.027894 -0.004447
H1 -2.465825 -0.848845 0.468523
H2 -0.333529 -1.881351 -0.106504
H3 0.416388 1.606277 -0.784462
H4 -0.893493 2.078405 0.551664
H5 0.731655 1.174466 0.935039
H6 1.865325 0.013674 -0.366499
H7 1.985365 -1.824447 -0.466783

Cartesian forces (eV/Å) of the 3 atoms listed first:
2.9741 -0.4019 -0.6860
-2.3442 2.9063 0.8046
-0.9158 -0.6896 1.7005

Summary:
HOMO-LUMO gap   8.38 eV
Molecular weight   71.1 Da
Largest force on an atom   4.02 eV/A
Energy above the lowest of the compared OMol25 structures with the same formula, charge and spin   90.26 kcal/mol
Multiplicity   1
Charge   +1
HOMO   -14.280 eV


The ion C3H7N2 with charge +1 in a non-equilibrium geometry. Source: the OMol25 dataset; level of theory: wB97M-V/def2-TZVPD.

CARTESIAN COORDINATES (ANGSTROEM)
C1 0.044693 -0.148744 0.561858
C2 0.369136 -0.046459 -0.960896
C3 -0.762563 0.607490 -1.468062
N1 -1.196039 -0.387100 0.697465
N2 0.968177 -0.081499 1.503681
H1 1.431535 0.266717 -1.169999
H2 0.448171 -1.043015 -1.386527
H3 -0.898188 1.500900 -0.955069
H4 -1.293583 0.300004 -2.361008
H5 -1.635685 -0.802888 1.543451
H6 1.964517 0.050922 1.614300
H7 0.559829 -0.216330 2.380806

Cartesian forces (eV/Å) of the 3 atoms listed first:
1.4756 -0.1842 -2.1392
2.8193 -2.0713 1.5539
-0.2343 -0.0968 0.0678

Summary:
HOMO-LUMO gap   7.40 eV
Molecular weight   71.1 Da
Largest force on an atom   3.83 eV/A
Energy above the lowest of the compared OMol25 structures with the same formula, charge and spin   72.91 kcal/mol
Multiplicity   1
Charge   +1
HOMO   -14.516 eV


A cluster of 2 separate species, C3H7N2O in total in a non-equilibrium geometry. Source: the OMol25 dataset; level of theory: wB97M-V/def2-TZVPD.

CARTESIAN COORDINATES (ANGSTROEM)
C1 0.826736 0.544663 1.071510
C2 0.940475 -0.777483 0.849928
N1 -0.235492 -1.266283 0.399343
C3 -1.238712 -0.277875 0.489241
N2 -0.508558 0.842400 0.827684
H1 1.448397 1.331239 1.424867
H2 2.018897 -1.269931 0.860821
H3 -0.551095 -2.186884 -0.030291
H4 -2.268483 -0.314855 0.240176
H5 -0.830333 1.869547 0.823888
H6 -0.104435 0.905644 -1.760929
H7 0.166589 0.383805 -3.033746
O1 0.336014 0.216012 -2.162493

Cartesian forces (eV/Å) of the 3 atoms listed first:
-1.3991 -0.5602 -0.0205
4.7831 -0.3549 0.0152
-2.8898 -2.9920 -1.2981

Summary:
HOMO-LUMO gap (spin up / spin down)   4.99 / 8.97 eV
Molecular weight   87.1 Da
Largest force on an atom   4.80 eV/A
Energy above the lowest of the compared OMol25 structures with the same formula, charge and spin   21.75 kcal/mol
Multiplicity   2
Charge   0
HOMO (spin up / spin down)   -4.060 / -8.115 eV


The ion C3H7N2O with charge +1 in a non-equilibrium geometry. Source: the OMol25 dataset; level of theory: wB97M-V/def2-TZVPD.

CARTESIAN COORDINATES (ANGSTROEM)
C1 -0.273722 1.170920 -0.692785
C2 -0.045719 0.028570 0.155322
N1 0.703358 -0.054592 1.240868
N2 -0.692997 -1.304881 -0.335453
C3 -0.595917 -2.560043 0.191350
O1 -1.033689 -3.538576 -0.329787
H1 0.397868 1.621703 -1.398405
H2 -1.176055 0.971944 -1.168569
H3 -0.383715 1.932236 0.032435
H4 0.881925 0.766285 1.699580
H5 0.873178 -0.932729 1.721605
H6 -1.010746 -1.224640 -1.269044
H7 -0.002700 -2.487022 1.257585

Cartesian forces (eV/Å) of the 3 atoms listed first:
-0.0436 0.4089 1.2352
0.3060 -7.0960 -0.8928
-1.9923 -1.6073 -2.4251

Summary:
HOMO-LUMO gap   9.52 eV
Molecular weight   87.1 Da
Largest force on an atom   7.16 eV/A
SMILES   CC(=[NH2+])NC=O
Energy above the lowest of the compared OMol25 structures with the same formula, charge and spin   46.93 kcal/mol
Multiplicity   1
Charge   +1
HOMO   -15.067 eV


A structure of composition C3H7N2O in a non-equilibrium geometry. Source: the OMol25 dataset; level of theory: wB97M-V/def2-TZVPD.

CARTESIAN COORDINATES (ANGSTROEM)
C1 -1.294436 0.866056 -0.391835
C2 -0.953618 -1.157523 0.468529
C3 0.128971 0.204276 -0.300662
N1 -1.955855 -0.277441 -0.015219
N2 1.234587 0.971432 0.253559
O1 -1.701671 1.946991 -0.661375
H1 -0.946277 -2.152608 -0.068449
H2 -0.583891 -1.189141 1.399683
H3 0.424526 -0.298001 -1.232724
H4 -2.961761 -0.210223 -0.196800
H5 1.408486 1.842747 -0.248984
H6 1.972203 0.344672 0.252461
H7 0.922560 1.381785 1.100449

Cartesian forces (eV/Å) of the 3 atoms listed first:
1.0255 -1.7871 0.6254
1.1182 0.5944 -5.3936
-3.2972 -2.3599 -1.0281

Summary:
HOMO-LUMO gap   10.37 eV
Molecular weight   87.1 Da
Largest force on an atom   5.54 eV/A
Energy above the lowest of the compared OMol25 structures with the same formula, charge and spin   74.50 kcal/mol
Multiplicity   1
Charge   +1
HOMO   -14.366 eV


A cluster of 2 separate species, C3H7N2O in total in a non-equilibrium geometry. Source: the OMol25 dataset; level of theory: wB97M-V/def2-TZVPD.

CARTESIAN COORDINATES (ANGSTROEM)
O1 -1.596293 -0.978070 3.338286
H1 -1.923113 -1.779590 2.870296
H2 -2.302563 -0.765970 3.989776
C1 -0.306663 -0.384880 -1.237533
C2 0.614586 -0.012921 -2.139522
C3 1.130326 0.992579 -0.239843
N1 0.066426 0.166999 -0.027903
N2 1.451846 0.870559 -1.515673
H3 -1.142373 -1.075780 -1.348603
H4 0.649776 -0.252651 -3.202252
H5 1.519636 1.719559 0.472927
H6 -0.311683 -0.047501 0.912477
H7 2.150086 1.547669 -1.872432

Cartesian forces (eV/Å) of the 3 atoms listed first:
-0.9101 -0.5371 -0.2033
0.2466 0.7593 0.6879
0.7296 -0.2175 -0.6666

Summary:
HOMO-LUMO gap   11.28 eV
Molecular weight   87.1 Da
Largest force on an atom   2.12 eV/A
Energy above the lowest of the compared OMol25 structures with the same formula, charge and spin   8.09 kcal/mol
Multiplicity   1
Charge   +1
HOMO   -14.748 eV


The ion C3H7N2O with charge +1 in a non-equilibrium geometry. Source: the OMol25 dataset; level of theory: wB97M-V/def2-TZVPD.

CARTESIAN COORDINATES (ANGSTROEM)
C1 -1.111902 0.997621 -0.442247
C2 -2.094073 -1.086419 0.210817
C3 0.799696 -0.241009 0.066452
N1 0.130396 0.765373 -0.272949
N2 2.195079 0.328405 0.002628
O1 -2.113986 0.158284 -0.096024
H1 -1.485696 1.961878 -0.596883
H2 -3.144310 -1.632722 0.252919
H3 -1.197094 -1.724538 0.335413
H4 0.624208 -1.216775 0.455345
H5 2.423622 0.731148 0.888583
H6 2.004254 1.254818 -0.526402
H7 2.969800 -0.296065 -0.277652

Cartesian forces (eV/Å) of the 3 atoms listed first:
-1.4070 -0.4250 0.9724
-1.8105 -2.0058 0.1784
2.0655 0.2766 -0.0683

Summary:
HOMO-LUMO gap (spin up / spin down)   7.24 / 8.16 eV
Molecular weight   87.1 Da
Largest force on an atom   2.83 eV/A
Energy above the lowest of the compared OMol25 structures with the same formula, charge and spin   119.76 kcal/mol
Multiplicity   1
Charge   +1
HOMO (spin up / spin down)   -12.114 / -12.348 eV